Record 1
Formula: C16H16AuF5I2NP
Source: the OMol25 dataset
Level of theory: ωB97M-V/def2-TZVPD

```
42
Properties=species:S:1:pos:R:3:mulliken_charge:R:1
Au -1.48 0.49 0.67 0.35
F -2.52 -0.24 3.35 -0.28
C -1.34 -0.23 2.65 0.32
F -0.82 -1.49 2.79 -0.21
C -0.41 0.67 3.47 0.41
F -0.85 1.93 3.47 -0.26
F -0.30 0.27 4.74 -0.27
F 0.84 0.66 2.93 -0.16
I -3.24 -1.98 0.05 0.20
I -4.05 -4.30 -1.08 -0.17
N -1.98 1.60 -0.90 -0.65
C -1.44 2.72 -1.38 0.35
C -0.05 3.05 -1.26 0.07
C 0.43 4.24 -1.76 -0.71
C -0.42 5.14 -2.40 -0.37
C -1.78 4.84 -2.55 -0.52
C -2.29 3.65 -2.06 -0.39
H 0.59 2.35 -0.74 0.35
H 1.48 4.47 -1.64 0.39
H -0.03 6.07 -2.78 0.38
H -2.44 5.54 -3.05 0.37
H -3.33 3.40 -2.17 0.43
C 2.28 0.20 -0.59 -1.54
P 0.63 -0.57 -0.40 0.86
C 0.18 -0.96 -2.11 -1.26
C 1.01 -2.17 0.35 0.92
C 1.88 -2.24 1.44 -0.50
C 2.14 -3.45 2.07 -0.66
C 1.51 -4.61 1.62 -0.49
C 0.64 -4.55 0.54 -0.67
C 0.39 -3.34 -0.09 -0.60
H 2.63 0.60 0.36 0.38
H 2.22 1.01 -1.31 0.54
H 2.98 -0.56 -0.94 0.44
H 0.93 -1.60 -2.58 0.45
H 0.10 -0.02 -2.66 0.36
H -0.79 -1.45 -2.14 0.35
H 2.35 -1.34 1.82 0.23
H 2.81 -3.49 2.91 0.39
H 1.70 -5.55 2.12 0.38
H 0.14 -5.45 0.19 0.40
H -0.30 -3.31 -0.93 0.39
```

Computed properties:
E_LUMO (alpha / beta)	-1.60 / -1.94	eV
Kohn-Sham gap (alpha / beta)	0.224 / 0.227	Ha
HOMO level (alpha / beta)	-7.70 / -8.10	eV
multiplicity	3

=====

Record 2
Formula: C7H13N
Source: the OMol25 dataset
Level of theory: ωB97M-V/def2-TZVPD

```
21
Properties=species:S:1:pos:R:3:mulliken_charge:R:1
C 1.24 1.76 0.20 -0.67
C 0.63 0.84 -0.96 -0.76
C -0.62 0.12 -0.67 0.62
C -1.69 0.31 -1.48 -0.85
C 0.12 -3.14 1.25 -1.15
C 0.25 -1.97 0.35 0.24
C -0.58 -0.90 0.37 -0.40
N 0.40 2.80 0.69 -0.44
H 1.45 1.09 1.04 0.36
H 2.20 2.09 -0.19 0.39
H 1.50 0.18 -1.14 0.27
H 0.78 1.40 -1.89 0.51
H -1.69 1.15 -2.16 0.34
H -2.51 -0.39 -1.54 0.36
H -0.85 -3.63 1.07 0.33
H -0.01 -2.84 2.29 0.34
H 0.94 -3.83 1.10 0.35
H 1.18 -1.98 -0.21 0.27
H -1.37 -0.77 1.10 0.37
H 0.21 3.48 -0.03 0.27
H -0.41 2.48 1.19 0.26
```

Computed properties:
E_LUMO (alpha / beta)	-3.96 / -8.02	eV
Kohn-Sham gap (alpha / beta)	0.360 / 0.179	Ha
total charge	+1
HOMO level (alpha / beta)	-13.75 / -12.90	eV
relative energy (zero: lowest compared OMol25 entry of this formula, charge and spin)	1.954	eV
multiplicity	2

=====

Record 3
Formula: C3H10O
Source: the OMol25 dataset
Level of theory: ωB97M-V/def2-TZVPD

```
14
Properties=species:S:1:pos:R:3:mulliken_charge:R:1
C -0.85 2.64 3.13 -0.74
C -2.35 2.90 2.91 -0.74
H -0.25 3.57 3.24 0.24
H -0.61 1.96 2.34 0.23
H -0.52 2.29 4.14 0.27
H -2.99 2.55 3.74 0.24
H -2.45 3.98 2.98 0.23
H -2.65 2.47 1.96 0.28
C 2.25 -3.67 -4.42 -0.44
O 2.02 -3.40 -3.05 -0.51
H 3.16 -4.32 -4.46 0.21
H 1.50 -4.32 -4.86 0.24
H 2.48 -2.77 -4.99 0.20
H 1.27 -3.85 -2.66 0.30
```

Computed properties:
E_LUMO	1.03	eV
Kohn-Sham gap	0.415	Ha
HOMO level	-10.26	eV
SMILES	CC.CO
relative energy (zero: lowest compared OMol25 entry of this formula, charge and spin)	1.253	eV

=====

What is the formula in the second record? C7H13N

=====

What did the first record say?
Formula: C16H16AuF5I2NP
Source: the OMol25 dataset
Level of theory: ωB97M-V/def2-TZVPD

```
42
Properties=species:S:1:pos:R:3:mulliken_charge:R:1
Au -1.48 0.49 0.67 0.35
F -2.52 -0.24 3.35 -0.28
C -1.34 -0.23 2.65 0.32
F -0.82 -1.49 2.79 -0.21
C -0.41 0.67 3.47 0.41
F -0.85 1.93 3.47 -0.26
F -0.30 0.27 4.74 -0.27
F 0.84 0.66 2.93 -0.16
I -3.24 -1.98 0.05 0.20
I -4.05 -4.30 -1.08 -0.17
N -1.98 1.60 -0.90 -0.65
C -1.44 2.72 -1.38 0.35
C -0.05 3.05 -1.26 0.07
C 0.43 4.24 -1.76 -0.71
C -0.42 5.14 -2.40 -0.37
C -1.78 4.84 -2.55 -0.52
C -2.29 3.65 -2.06 -0.39
H 0.59 2.35 -0.74 0.35
H 1.48 4.47 -1.64 0.39
H -0.03 6.07 -2.78 0.38
H -2.44 5.54 -3.05 0.37
H -3.33 3.40 -2.17 0.43
C 2.28 0.20 -0.59 -1.54
P 0.63 -0.57 -0.40 0.86
C 0.18 -0.96 -2.11 -1.26
C 1.01 -2.17 0.35 0.92
C 1.88 -2.24 1.44 -0.50
C 2.14 -3.45 2.07 -0.66
C 1.51 -4.61 1.62 -0.49
C 0.64 -4.55 0.54 -0.67
C 0.39 -3.34 -0.09 -0.60
H 2.63 0.60 0.36 0.38
H 2.22 1.01 -1.31 0.54
H 2.98 -0.56 -0.94 0.44
H 0.93 -1.60 -2.58 0.45
H 0.10 -0.02 -2.66 0.36
H -0.79 -1.45 -2.14 0.35
H 2.35 -1.34 1.82 0.23
H 2.81 -3.49 2.91 0.39
H 1.70 -5.55 2.12 0.38
H 0.14 -5.45 0.19 0.40
H -0.30 -3.31 -0.93 0.39
```

Computed properties:
E_LUMO (alpha / beta)	-1.60 / -1.94	eV
Kohn-Sham gap (alpha / beta)	0.224 / 0.227	Ha
HOMO level (alpha / beta)	-7.70 / -8.10	eV
multiplicity	3

=====

What did the third record say?
Formula: C3H10O
Source: the OMol25 dataset
Level of theory: ωB97M-V/def2-TZVPD

```
14
Properties=species:S:1:pos:R:3:mulliken_charge:R:1
C -0.85 2.64 3.13 -0.74
C -2.35 2.90 2.91 -0.74
H -0.25 3.57 3.24 0.24
H -0.61 1.96 2.34 0.23
H -0.52 2.29 4.14 0.27
H -2.99 2.55 3.74 0.24
H -2.45 3.98 2.98 0.23
H -2.65 2.47 1.96 0.28
C 2.25 -3.67 -4.42 -0.44
O 2.02 -3.40 -3.05 -0.51
H 3.16 -4.32 -4.46 0.21
H 1.50 -4.32 -4.86 0.24
H 2.48 -2.77 -4.99 0.20
H 1.27 -3.85 -2.66 0.30
```

Computed properties:
E_LUMO	1.03	eV
Kohn-Sham gap	0.415	Ha
HOMO level	-10.26	eV
SMILES	CC.CO
relative energy (zero: lowest compared OMol25 entry of this formula, charge and spin)	1.253	eV